No. 1
Entry from the Open Molecules 2025 dataset: C47H53GeN7O2SeW as an isolated structure (ωB97M-V/def2-TZVPD).

Each line ends with the Löwdin charge.
Positions of all 112 atoms, in Å:
1 W -0.312 -0.577 -0.262  1.633
2 C 0.263 0.574 -3.416  -0.137
3 C 1.653 0.986 -2.997  -0.079
4 C 1.533 1.946 -1.862  -0.280
5 C 2.247 3.135 -1.933  0.021
6 C 2.070 4.121 -0.986  0.026
7 C 1.116 3.896 -0.006  -0.009
8 C 0.458 2.688 0.013  -0.185
9 N 0.660 1.675 -0.860  0.002
10 N -0.356 -0.537 -2.616  -0.222
11 C 0.346 -1.798 -3.035  -0.084
12 C 1.573 -2.007 -2.215  -0.264
13 C 2.673 -2.684 -2.695  0.033
14 C 3.805 -2.793 -1.895  0.031
15 C 3.782 -2.228 -0.631  -0.001
16 C 2.636 -1.587 -0.206  -0.119
17 N 1.544 -1.457 -0.981  -0.046
18 C -1.742 -0.588 -3.148  -0.144
19 C -2.514 -1.675 -2.497  -0.300
20 C -3.631 -2.201 -3.126  0.025
21 C -4.235 -3.331 -2.610  0.027
22 C -3.628 -3.929 -1.515  0.015
23 C -2.522 -3.329 -0.950  -0.086
24 N -1.980 -2.167 -1.368  0.051
25 H 0.252 0.250 -4.458  0.147
26 H -0.400 1.433 -3.341  0.116
27 H 2.109 1.512 -3.836  0.146
28 H 2.316 0.149 -2.784  0.120
29 H 2.937 3.276 -2.754  0.142
30 H 2.634 5.044 -1.026  0.143
31 H 0.869 4.647 0.731  0.133
32 H -0.292 2.546 0.770  0.060
33 H 0.600 -1.734 -4.095  0.154
34 H -0.321 -2.648 -2.916  0.137
35 H 2.657 -3.097 -3.696  0.145
36 H 4.687 -3.302 -2.260  0.142
37 H 4.634 -2.279 0.031  0.139
38 H 2.581 -1.168 0.785  0.096
39 H -1.695 -0.781 -4.225  0.162
40 H -2.197 0.389 -3.024  0.077
41 H -3.993 -1.738 -4.036  0.147
42 H -5.115 -3.760 -3.072  0.143
43 H -3.990 -4.863 -1.108  0.137
44 H -2.036 -3.853 -0.150  0.089
45 C -0.252 -4.794 1.467  0.021
46 O -1.429 -4.056 1.951  0.094
47 C -1.312 -2.855 1.479  -0.393
48 N -0.222 -2.511 0.862  0.029
49 C 0.716 -3.673 1.032  -0.187
50 C 1.747 -3.403 2.107  -0.219
51 C 2.993 -4.013 2.015  -0.035
52 C 3.911 -3.899 3.050  -0.027
53 C 3.586 -3.175 4.189  -0.031
54 C 2.338 -2.576 4.295  -0.055
55 C 1.419 -2.694 3.261  -0.056
56 C -2.276 -1.795 1.818  -0.148
57 C -3.253 -1.809 2.790  0.091
58 C -3.549 -0.595 3.422  0.066
59 C -2.701 0.494 3.234  0.087
60 C -1.733 0.384 2.247  -0.230
61 N -1.685 -0.658 1.430  -0.072
62 C -0.364 0.943 2.293  -0.381
63 N 0.579 0.397 1.581  0.048
64 C 1.847 0.638 2.416  -0.173
65 C 1.387 1.772 3.350  -0.001
66 O -0.077 1.702 3.301  0.107
67 C 3.222 1.005 1.885  -0.197
68 C 4.186 1.193 2.882  -0.021
69 C 5.484 1.549 2.557  -0.026
70 C 5.850 1.719 1.228  -0.037
71 C 4.907 1.516 0.235  -0.049
72 C 3.604 1.160 0.566  -0.076
73 H -0.593 -5.434 0.654  0.146
74 H 0.118 -5.393 2.293  0.159
75 H 1.191 -3.927 0.086  0.148
76 H 3.243 -4.606 1.142  0.127
77 H 4.872 -4.390 2.976  0.127
78 H 4.295 -3.098 5.003  0.127
79 H 2.072 -2.042 5.199  0.121
80 H 0.439 -2.239 3.377  0.113
81 H -3.709 -2.737 3.108  0.155
82 H -4.325 -0.554 4.175  0.149
83 H -2.731 1.354 3.889  0.155
84 H 1.951 -0.295 2.979  0.121
85 H 1.685 2.755 2.991  0.147
86 H 1.672 1.645 4.389  0.152
87 H 3.936 1.048 3.927  0.127
88 H 6.212 1.693 3.344  0.128
89 H 6.863 1.998 0.974  0.126
90 H 5.186 1.630 -0.805  0.117
91 H 2.893 0.989 -0.218  0.066
92 C -3.797 5.262 -3.074  -0.191
93 Ge -3.533 4.348 -1.384  0.799
94 C -5.184 3.800 -0.510  -0.209
95 C -2.366 5.291 -0.143  -0.204
96 C -2.480 2.673 -1.917  -0.500
97 Se -2.347 1.384 -0.468  1.025
98 C -4.062 0.499 -0.689  -0.267
99 H -4.344 6.189 -2.901  0.044
100 H -4.380 4.656 -3.767  0.035
101 H -2.846 5.517 -3.541  0.034
102 H -5.727 4.701 -0.220  0.046
103 H -4.998 3.238 0.407  0.015
104 H -5.837 3.227 -1.168  0.036
105 H -2.863 6.202 0.193  0.043
106 H -1.430 5.581 -0.620  0.022
107 H -2.150 4.690 0.744  0.014
108 H -1.465 2.988 -2.159  0.014
109 H -2.937 2.195 -2.782  0.027
110 H -4.827 1.203 -0.376  0.024
111 H -4.085 -0.387 -0.058  0.033
112 H -4.214 0.222 -1.729  0.040

Output
Total charge: +4
HOMO-LUMO gap (spin up / spin down): 5.98 / 5.99 eV
Multiplicity: 1
Lowest unoccupied orbital energy (spin up / spin down): -12.13 / -12.12 eV
Maximum force: 0.010 Eh/bohr

---

No. 2
Entry from the Open Molecules 2025 dataset: a 4-piece molecular cluster, C56H101F2N6O4P overall in a non-equilibrium geometry (ωB97M-V/def2-TZVPD).

Each line ends with the Mulliken spin population.
Positions of all 170 atoms, in Å:
1 C 6.229 1.590 -1.209  -0.011
2 C 5.241 1.266 -1.826  0.015
3 C 3.920 0.758 -2.447  -0.013
4 C 2.671 1.740 -2.180  0.041
5 C 1.512 1.234 -3.131  -0.017
6 C 0.154 2.033 -3.078  -0.008
7 N 0.033 3.334 -3.814  -0.015
8 C 0.310 3.450 -5.269  0.001
9 C 1.624 4.375 -5.403  -0.012
10 F 1.394 5.516 -6.209  0.000
11 C -0.358 4.292 -3.006  0.025
12 C -0.643 5.753 -3.519  0.055
13 C -2.175 6.066 -3.096  0.008
14 C -3.046 6.627 -4.283  0.000
15 C -4.483 7.009 -3.660  0.000
16 N -5.454 5.911 -3.756  0.000
17 C -6.120 5.359 -2.639  0.000
18 C -7.089 4.296 -2.928  0.000
19 C -6.966 4.214 -4.452  0.000
20 C -5.971 5.216 -4.872  0.000
21 C -0.487 3.726 -1.507  0.065
22 F -1.610 4.242 -0.762  0.003
23 C 0.723 4.188 -0.567  0.068
24 C 1.532 5.427 -1.101  0.775
25 C 2.953 5.335 -1.480  0.829
26 C -0.693 2.153 -1.751  -0.021
27 C -0.425 1.153 -0.544  0.005
28 C -1.494 1.182 0.623  0.001
29 C -2.665 0.115 0.580  0.000
30 C -2.342 -1.287 -0.075  0.001
31 C -3.768 -2.013 -0.316  0.000
32 C -3.760 -2.638 -1.789  0.000
33 O -2.648 -3.540 -1.830  -0.001
34 C -2.580 -4.259 -3.071  0.001
35 P -2.498 1.943 -2.285  0.002
36 N -2.844 2.511 -3.735  0.000
37 H 7.256 1.732 -0.801  0.000
38 H 4.022 0.637 -3.562  -0.002
39 H 3.707 -0.275 -2.020  -0.001
40 H 2.445 1.622 -1.082  0.007
41 H 3.048 2.781 -2.429  0.007
42 H 1.945 1.217 -4.184  -0.002
43 H 1.284 0.166 -2.825  0.003
44 H -0.525 1.365 -3.717  0.000
45 H -0.562 3.854 -5.848  0.001
46 H 0.625 2.417 -5.614  -0.001
47 H 2.500 3.757 -5.763  0.001
48 H 1.929 4.766 -4.381  0.001
49 H 0.075 6.512 -3.111  -0.037
50 H -0.617 5.832 -4.643  0.007
51 H -2.182 6.775 -2.216  0.001
52 H -2.678 5.099 -2.771  -0.001
53 H -3.278 5.860 -5.086  0.000
54 H -2.617 7.523 -4.812  0.000
55 H -4.299 7.172 -2.552  0.000
56 H -4.876 7.988 -4.053  0.000
57 H -6.011 5.645 -1.563  0.000
58 H -7.742 3.713 -2.233  0.000
59 H -7.580 3.512 -5.065  0.000
60 H -5.687 5.378 -5.939  0.000
61 H 1.465 3.375 -0.345  -0.005
62 H 0.291 4.499 0.439  0.021
63 H 1.009 6.417 -1.222  0.055
64 H 3.751 5.686 -0.764  0.031
65 H 3.275 4.908 -2.476  0.112
66 H 0.556 1.493 -0.074  0.001
67 H -0.206 0.145 -0.991  -0.001
68 H -0.923 1.092 1.600  0.001
69 H -1.953 2.222 0.655  0.000
70 H -3.047 -0.030 1.642  0.000
71 H -3.539 0.586 0.022  0.000
72 H -1.894 -1.204 -1.116  0.000
73 H -1.669 -1.903 0.590  -0.001
74 H -3.974 -2.802 0.467  0.000
75 H -4.577 -1.220 -0.348  0.000
76 H -4.751 -3.102 -2.071  0.000
77 H -3.529 -1.798 -2.529  0.000
78 H -1.640 -4.892 -3.024  -0.001
79 H -2.475 -3.604 -3.982  -0.002
80 H -3.441 -4.990 -3.144  0.000
81 H -3.375 2.589 -1.345  0.000
82 H -2.762 0.526 -2.234  0.001
83 H -3.156 1.700 -4.291  0.000
84 C 1.003 -5.198 -7.576  -0.007
85 C 0.393 -3.909 -6.974  -0.030
86 C 0.551 -2.714 -7.938  -0.017
87 C 1.937 -2.084 -7.945  0.018
88 C 2.353 -1.729 -6.520  -0.027
89 C 2.299 -2.942 -5.576  -0.058
90 N 0.986 -3.656 -5.624  -0.330
91 O 0.114 -2.918 -4.929  -0.581
92 C 3.466 -3.892 -5.935  -0.005
93 C 2.646 -2.474 -4.149  0.012
94 C -1.119 -4.235 -6.932  0.018
95 H 2.054 -5.357 -7.347  0.005
96 H 0.495 -6.090 -7.198  0.001
97 H 0.918 -5.207 -8.665  0.001
98 H -0.168 -1.932 -7.669  -0.002
99 H 0.292 -3.016 -8.957  -0.002
100 H 2.661 -2.756 -8.412  0.001
101 H 1.923 -1.176 -8.554  -0.002
102 H 3.365 -1.309 -6.537  0.000
103 H 1.698 -0.931 -6.148  0.012
104 H 3.395 -4.831 -5.383  0.009
105 H 4.428 -3.438 -5.682  0.000
106 H 3.533 -4.115 -7.000  -0.001
107 H 1.982 -1.687 -3.788  -0.009
108 H 3.657 -2.060 -4.109  0.000
109 H 2.609 -3.308 -3.443  0.003
110 H -1.335 -5.031 -6.213  -0.003
111 H -1.460 -4.575 -7.912  0.000
112 H -1.728 -3.368 -6.670  -0.003
113 C -2.608 -4.971 5.915  0.005
114 C -1.267 -4.207 6.032  0.034
115 C -1.499 -2.682 6.111  0.045
116 C -1.792 -2.015 4.776  -0.028
117 C -0.708 -2.375 3.765  0.021
118 C -0.542 -3.899 3.601  0.018
119 N -0.362 -4.606 4.909  0.339
120 O 0.894 -4.388 5.308  0.572
121 C -1.772 -4.450 2.836  0.022
122 C 0.627 -4.161 2.628  -0.011
123 C -0.748 -4.639 7.423  -0.010
124 H -2.956 -5.131 4.898  -0.003
125 H -2.531 -5.972 6.348  -0.002
126 H -3.411 -4.447 6.439  -0.001
127 H -0.610 -2.201 6.536  -0.015
128 H -2.315 -2.462 6.806  0.003
129 H -2.782 -2.304 4.413  0.000
130 H -1.817 -0.929 4.908  0.001
131 H -0.953 -1.916 2.801  0.005
132 H 0.239 -1.925 4.085  0.000
133 H -1.765 -5.542 2.811  -0.015
134 H -1.777 -4.102 1.799  0.004
135 H -2.725 -4.115 3.248  0.001
136 H 1.564 -3.710 2.961  0.000
137 H 0.415 -3.733 1.644  0.000
138 H 0.790 -5.233 2.489  0.003
139 H -0.487 -5.701 7.439  0.002
140 H -1.517 -4.477 8.182  0.000
141 H 0.130 -4.070 7.740  0.002
142 C 4.321 0.734 10.361  0.008
143 C 3.679 1.200 9.033  0.033
144 C 2.201 1.596 9.237  0.021
145 C 1.237 0.421 9.321  -0.020
146 C 1.422 -0.493 8.114  0.012
147 C 2.874 -0.977 7.963  0.028
148 N 3.866 0.146 7.988  0.316
149 O 3.816 0.749 6.795  0.601
150 C 3.167 -2.002 9.084  0.026
151 C 2.979 -1.819 6.674  -0.008
152 C 4.442 2.511 8.728  -0.005
153 H 4.229 -0.330 10.565  -0.005
154 H 5.396 0.931 10.372  -0.001
155 H 3.884 1.252 11.218  -0.001
156 H 1.877 2.234 8.407  0.002
157 H 2.096 2.208 10.138  0.000
158 H 1.382 -0.126 10.256  0.000
159 H 0.209 0.793 9.339  0.002
160 H 0.746 -1.350 8.208  -0.002
161 H 1.108 0.045 7.211  0.007
162 H 4.225 -2.277 9.101  -0.014
163 H 2.595 -2.920 8.929  0.001
164 H 2.880 -1.656 10.077  0.001
165 H 2.669 -1.271 5.783  0.004
166 H 2.332 -2.699 6.730  0.010
167 H 4.001 -2.177 6.521  -0.006
168 H 5.493 2.316 8.498  -0.001
169 H 4.411 3.177 9.594  0.001
170 H 4.009 3.064 7.891  0.000

Output
Total charge: +1
HOMO-LUMO gap (spin up / spin down): 6.23 / 6.15 eV
⟨S²⟩: 4.768
Multiplicity: 4
Lowest unoccupied orbital energy (spin up / spin down): -3.49 / -3.57 eV
Maximum force: 0.105 Eh/bohr

---

No. 3
Entry from the Open Molecules 2025 dataset: C18H35BiN2O as an isolated structure in a non-equilibrium geometry (ωB97M-V/def2-TZVPD).

Each line ends with the natural charge from an NBO analysis.
Positions of all 57 atoms, in Å:
1 C 2.017 4.027 -0.045  -0.609
2 H 2.149 5.096 -0.260  0.228
3 H 2.894 3.470 -0.375  0.205
4 H 1.873 3.852 1.020  0.215
5 C 0.748 3.539 -0.768  -0.380
6 H 0.894 2.493 -1.049  0.131
7 H -0.088 3.550 -0.061  0.199
8 C 0.358 4.374 -1.989  -0.613
9 H -0.722 4.342 -2.163  0.212
10 H 0.664 5.422 -1.854  0.232
11 H 0.867 3.987 -2.879  0.199
12 C -0.690 -2.373 -1.885  -0.099
13 C -1.111 -1.341 -2.839  -0.120
14 C 0.095 -0.717 -3.362  0.048
15 C 1.230 -1.339 -2.748  -0.033
16 C 0.771 -2.327 -1.810  -0.058
17 C 1.674 -3.272 -1.095  -0.671
18 C 2.649 -1.103 -3.122  -0.676
19 C 0.204 0.296 -4.446  -0.694
20 C -2.494 -1.064 -3.308  -0.667
21 C -1.532 -3.398 -1.214  -0.667
22 Bi -0.196 -0.289 -0.895  1.631
23 H 3.331 -1.299 -2.285  0.253
24 H 2.937 -1.782 -3.937  0.281
25 H 2.804 -0.076 -3.479  0.256
26 H 2.660 -2.816 -0.931  0.251
27 H 1.259 -3.576 -0.127  0.254
28 H 1.834 -4.180 -1.696  0.278
29 H -2.562 -3.042 -1.086  0.252
30 H -1.562 -4.334 -1.797  0.279
31 H -1.135 -3.649 -0.219  0.253
32 H -2.538 -0.120 -3.866  0.254
33 H -2.881 -1.854 -3.970  0.280
34 H -3.182 -0.983 -2.458  0.246
35 H 0.996 1.029 -4.228  0.251
36 H 0.473 -0.178 -5.402  0.277
37 H -0.730 0.843 -4.601  0.252
38 C -2.939 0.264 2.622  -0.391
39 N -1.900 0.101 3.612  -0.424
40 C -2.305 -0.051 4.996  -0.413
41 C -0.649 -0.109 3.105  0.815
42 O -0.532 -0.224 1.856  -0.825
43 N 0.498 -0.176 3.850  -0.422
44 C 0.688 -0.209 5.290  -0.413
45 C 1.728 -0.197 3.077  -0.397
46 H -3.900 0.263 3.131  0.222
47 H -2.918 -0.538 1.880  0.190
48 H -2.823 1.216 2.096  0.201
49 H -2.076 -1.056 5.380  0.207
50 H -1.851 0.713 5.638  0.217
51 H -3.389 0.078 5.032  0.230
52 H 1.447 -0.972 5.516  0.216
53 H 1.063 0.749 5.686  0.213
54 H -0.227 -0.470 5.819  0.226
55 H 1.677 -0.963 2.290  0.193
56 H 1.897 0.777 2.583  0.200
57 H 2.556 -0.404 3.769  0.226

Output
Total charge: +2
HOMO-LUMO gap: 5.93 eV
Multiplicity: 1
Lowest unoccupied orbital energy: -8.07 eV
Maximum force: 0.034 Eh/bohr

---

No. 4
Entry from the Open Molecules 2025 dataset: C3H7N as an isolated structure in a non-equilibrium geometry (ωB97M-V/def2-TZVPD).

Each line ends with the natural charge from an NBO analysis.
Positions of all 11 atoms, in Å:
1 C -0.592 -0.032 0.317  0.030
2 C -1.883 0.574 0.083  -0.733
3 C 2.141 0.179 0.174  -0.518
4 N 0.985 0.962 0.074  -0.246
5 H -0.393 -1.033 0.640  0.149
6 H -1.798 1.649 -0.028  0.241
7 H -2.309 0.157 -0.838  0.227
8 H -2.571 0.326 0.896  0.230
9 H 2.519 -0.045 -0.836  0.223
10 H 2.052 -0.764 0.723  0.183
11 H 2.897 0.809 0.661  0.215

Output
HOMO-LUMO gap (spin up / spin down): 8.86 / 8.57 eV
⟨S²⟩: 2.007
Multiplicity: 3
Lowest unoccupied orbital energy (spin up / spin down): 1.27 / -0.56 eV
Maximum force: 0.087 Eh/bohr